C10H30ClIOP3Y as an isolated structure in a non-equilibrium geometry. Source: the OMol25 dataset; level of theory: ωB97M-V/def2-TZVPD.

## Properties
Orbital gap (eV): 7.5
HOMO (eV): -14.8455
Maximum force (eV Å⁻¹): 1.56
Net charge: +2
E_LUMO (eV): -7.386

Each line ends with the natural charge from an NBO analysis.
Cartesian coordinates (Å):
C: -1.66525 -0.00765 -6.21235  -0.50
I: -1.54618 0.11984 -3.90278  0.03
H: -0.64699 0.07047 -6.58667  0.24
H: -2.28075 0.81160 -6.58621  0.25
H: -2.10879 -0.96681 -6.48010  0.25
Y: -0.15588 0.04048 -1.02616  1.74
P: 0.16106 2.61769 -0.84622  0.72
C: -1.43725 3.42446 -0.75396  -0.96
C: 1.19994 3.23558 0.47428  -0.94
H: 1.38068 4.30635 0.38859  0.26
H: 1.07954 4.09714 -2.50430  0.27
H: 2.15825 2.71328 0.46607  0.27
H: 1.87865 2.51339 -2.52983  0.28
H: -1.92888 3.18599 0.19776  0.27
H: 0.76203 3.02415 1.44743  0.27
C: 0.91513 3.01941 -2.42477  -0.96
H: -1.34494 4.51958 -0.83698  0.27
H: 0.30896 2.68907 -3.27255  0.25
H: -2.11289 3.07220 -1.54615  0.25
P: 0.15428 -2.55759 -0.45616  0.69
C: -1.41895 -3.40734 -0.24489  -0.95
C: 0.93043 -3.23679 -1.94724  -0.95
H: 2.16926 -2.54031 0.83771  0.27
H: 1.39837 -4.11647 0.99208  0.27
H: 0.77902 -2.72501 1.87570  0.24
C: 1.20772 -3.04429 0.92581  -0.93
H: 1.89615 -2.75612 -2.14206  0.28
H: 1.11555 -4.31801 -1.88903  0.27
H: -1.32687 -4.50405 -0.16739  0.27
H: -2.10152 -3.18436 -1.07483  0.25
H: 0.33447 -3.05775 -2.84857  0.25
H: -1.92584 -3.04791 0.66230  0.25
Cl: 2.36941 -0.02220 -0.99591  -0.59
C: -0.26009 1.08450 4.50907  -1.03
P: -0.08831 0.19375 2.94142  1.89
C: 1.69651 -0.23123 3.10713  -0.98
C: -1.43830 -1.02279 3.12170  -0.99
O: -0.33054 0.79278 1.53213  -1.18
H: 0.52363 0.80239 5.22113  0.28
H: -1.17053 0.83524 5.06602  0.27
H: -0.21099 2.18111 4.50252  0.28
H: 1.92884 -0.53204 4.14905  0.27
H: 2.07473 -1.01543 2.43059  0.25
H: 2.25778 0.68388 2.93209  0.27
H: -2.23738 -0.68524 2.45954  0.26
H: -1.11079 -2.04846 2.87181  0.25
H: -1.83247 -1.00647 4.16318  0.27